C2H6BBrO2 | ωB97M-V/def2-TZVPD

The geometry in XYZ format:
```
12
Properties=species:S:1:pos:R:3:mulliken_charge:R:1
Br -3.35 3.02 -1.63 -0.33
O -1.71 -0.02 -1.41 -0.31
O -0.81 -2.35 -1.42 -0.46
C 1.48 -0.33 1.60 -0.45
C 1.89 0.84 1.09 -0.41
B -1.21 -1.13 -1.32 0.43
H 1.57 1.66 1.71 0.21
H 1.51 -1.34 1.10 0.19
H 2.29 1.04 0.09 0.25
H -0.10 -2.72 -0.91 0.34
H 1.03 -0.41 2.56 0.21
H -2.58 1.74 -1.44 0.33
```

## Properties
- Energy above the lowest of the compared OMol25 structures with the same formula, charge and spin: 125.44 kJ/mol
- SMILES: O=BO.C=C.Br
- Energy: -2829.1873 Ha
- HOMO energy: -10.1076 eV
- LUMO: -0.20 eV



C6H15N3O2P | ωB97M-V/def2-TZVPD

The geometry in XYZ format:
```
27
Properties=species:S:1:pos:R:3:mulliken_charge:R:1
P -0.17 -0.40 0.13 0.72
O -1.86 -2.44 -0.28 -0.48
O -1.20 0.14 -1.03 -0.58
N 1.41 -0.70 1.50 -0.52
N 3.46 0.25 0.55 -0.38
N 1.32 0.24 -0.48 0.01
C -1.52 0.84 0.25 1.09
C 1.60 0.45 -1.91 -1.00
C -2.86 0.32 0.77 -1.15
C 2.15 -0.04 0.58 0.48
C -0.59 -2.21 0.23 -0.59
C -1.26 2.32 0.18 -1.56
H 3.90 0.37 -0.34 0.24
H 4.18 -0.08 1.18 0.27
H -3.08 0.54 1.93 0.26
H -0.66 2.77 0.97 0.33
H -0.88 2.61 -0.75 0.41
H -2.89 -0.78 0.53 0.28
H -3.63 0.77 0.17 0.40
H -0.48 -2.40 1.27 0.36
H -2.12 3.01 0.26 0.39
H 0.69 0.26 -2.40 0.39
H 2.03 1.38 -2.03 0.38
H 2.20 -0.35 -2.32 0.40
H 0.25 -2.78 -0.22 0.40
H -1.90 -3.03 -1.03 0.33
H 1.89 -1.05 2.28 0.12
```

## Properties
- Energy above the lowest of the compared OMol25 structures with the same formula, charge and spin: 251.82 kJ/mol
- Energy: -893.4490 Ha
- Charge: +1
- HOMO energy: -13.5570 eV
- LUMO: -2.68 eV



C34H38N3OP2STi | ωB97M-V/def2-TZVPD

The geometry in XYZ format:
```
80
Properties=species:S:1:pos:R:3:mulliken_spin:R:1
Ti -0.22 -0.01 0.78 1.49
S 2.16 0.60 0.13 -0.02
P -0.62 -0.57 -1.78 0.01
P -0.76 2.58 0.51 0.00
O -2.38 0.03 2.15 -0.01
N -2.24 -0.22 0.77 0.02
N 3.20 1.50 2.44 -0.01
N 0.98 0.68 2.45 -0.01
C -3.34 -0.43 0.12 0.19
C -0.48 -3.26 -2.63 -0.01
C -2.37 -0.84 -2.21 0.05
C 1.95 -2.45 1.87 -0.01
C -2.31 3.00 -0.37 0.01
C 1.93 -2.28 3.25 0.00
C 4.30 2.35 4.41 0.00
C 2.29 -3.32 -2.61 0.00
C 1.62 -2.15 -2.29 0.01
C 0.22 -2.10 -2.33 0.01
C -5.01 -1.25 -3.07 -0.02
C 0.76 -2.64 1.16 0.03
C -3.96 -1.35 -3.98 0.05
C -0.46 -2.61 1.83 0.06
C -4.75 -0.95 -1.76 0.04
C 1.21 1.06 -3.16 0.01
C -0.72 2.69 -4.29 0.00
C -0.49 -2.43 3.21 -0.02
C 3.21 -2.07 4.01 0.00
C -1.10 1.61 -3.51 0.00
C 1.59 2.14 -3.94 0.00
C -1.00 3.41 2.11 0.01
C -3.44 -0.74 -1.29 0.02
C 0.19 -4.44 -2.93 0.00
C 0.70 -2.28 3.91 0.01
C -2.66 -1.14 -3.54 -0.02
C 0.47 3.63 -0.32 0.01
C -0.14 0.77 -2.94 0.01
C 2.15 0.97 1.83 0.04
C 1.93 1.47 4.46 0.00
C 3.10 1.74 3.74 0.01
C 0.88 0.93 3.75 0.03
C 0.62 2.97 -4.50 0.00
C 1.58 -4.47 -2.93 0.00
H -4.28 -0.37 0.67 0.01
H 4.26 2.22 5.49 0.00
H -2.54 4.07 -0.26 0.00
H -3.31 -0.08 2.39 0.01
H 1.85 1.68 5.51 0.00
H 3.86 -2.95 3.93 0.00
H -3.14 2.42 0.03 0.00
H 0.64 3.26 -1.33 0.00
H 2.10 -5.39 -3.17 0.00
H -1.85 -1.21 -4.25 0.00
H -0.09 3.36 2.70 0.00
H 2.64 2.35 -4.09 0.00
H 2.20 -1.30 -1.97 0.00
H -5.57 -0.87 -1.05 0.00
H -2.15 1.42 -3.36 0.00
H 0.80 -2.85 0.10 -0.01
H -1.56 -3.27 -2.62 0.00
H -0.37 -5.33 -3.16 0.00
H 0.13 4.67 -0.36 0.00
H -1.38 -2.80 1.29 0.00
H -0.07 0.68 4.21 0.00
H 1.99 0.46 -2.72 0.00
H -1.28 4.46 1.98 0.00
H 1.41 3.58 0.22 0.00
H 3.37 -3.34 -2.58 0.00
H -6.03 -1.40 -3.40 0.00
H 4.33 3.42 4.19 0.00
H -1.79 2.91 2.67 0.00
H -2.20 2.77 -1.43 0.00
H 0.91 3.81 -5.11 0.00
H 0.68 -2.16 4.99 0.00
H -1.48 3.33 -4.73 0.00
H 3.77 -1.22 3.60 0.00
H -1.43 -2.43 3.74 0.00
H 2.89 -2.45 1.34 0.00
H 3.03 -1.89 5.06 0.00
H -4.14 -1.58 -5.02 0.00
H 5.21 1.91 4.01 0.00
```

## Properties
- Energy above the lowest of the compared OMol25 structures with the same formula, charge and spin: 0.00 kJ/mol
- Energy: -3488.1386 Ha
- Charge: +1
- HOMO energy (alpha / beta): -9.0312 / -10.5656 eV
- LUMO (alpha / beta): -2.96 / -3.23 eV
- Spin multiplicity: 3



Look up the energy of the third one. -3488.1386 Ha